C2H7N3S2 | ωB97M-V/def2-TZVPD

Geometry as XYZ:
```
14
Properties=species:S:1:pos:R:3
S 0.044 0.917 -2.244
S 2.177 -0.368 1.697
N -1.336 -0.396 0.581
N 0.403 -0.279 -1.063
N -2.138 -0.850 -0.506
C 0.712 0.674 1.269
C -0.159 -0.013 0.229
H 2.984 0.623 2.303
H -2.778 -1.566 -0.076
H -0.999 0.383 -2.906
H 0.133 0.775 2.172
H 1.443 -0.328 -1.090
H -1.563 -1.219 -1.247
H 1.078 1.646 0.881
```

Results
SMILES string = N/N=C(/CS)NS
LUMO energy = 0.591 eV
energy relative to the best compared isomer or geometry (same formula, charge and spin) = 1.1155 eV
frontier orbital gap = 9.666 eV